{"formula": "C6H9NO4", "method": "ωB97M-V/def2-TZVPD", "elements": ["O", "O", "O", "O", "N", "C", "C", "C", "C", "C", "C", "H", "H", "H", "H", "H", "H", "H", "H", "H"], "positions_angstrom": [[1.81, 0.41, 0.64], [1.37, -2.07, 0.01], [-0.39, -0.06, 2.17], [-1.43, -0.78, -0.09], [-0.22, -2.47, -2.86], [-0.13, 1.12, -0.86], [1.08, 0.25, -0.64], [-1.08, 0.92, 1.52], [0.22, -1.84, -2.00], [-1.32, 0.58, 0.05], [0.83, -1.24, -0.84], [-0.45, 1.11, -1.87], [-2.12, 1.12, 1.93], [-2.24, 0.96, -0.37], [-0.71, -0.97, 2.05], [1.87, 0.54, -1.44], [-0.56, 1.86, 1.51], [0.30, 2.19, -0.86], [1.38, -0.14, 1.34], [1.78, -1.50, 0.61]], "mulliken_charge": [-0.6359, -0.4135, -0.5420, -0.7090, -0.4082, -1.1022, 0.6562, -0.6547, 0.0679, 0.1448, 0.1299, 0.4976, 0.2887, 0.5507, 0.3655, 0.4038, 0.3207, 0.3390, 0.3025, 0.3982], "molar_mass_g_mol": 159.14, "e_homo_ev": [-8.720, -9.431]}